The following is a DFT calculation (the ωB97M-V functional and the def2-TZVPD basis) of C11H28BrCaCl2FMgN6O6S as an isolated structure in a non-equilibrium geometry.

## Properties
* max |F|: 0.131 hartree/bohr

Positions of all 58 atoms, in Å:
N (-0.54217, -1.09294, -0.43898)
C (-0.57280, -1.25220, -1.69843)
C (0.15458, -2.41521, -2.43192)
N (1.53428, -2.58526, -1.94525)
N (2.33743, -1.68523, -2.58534)
C (2.92770, -1.08393, -1.64580)
S (3.33261, 0.23530, -0.72450)
H (0.02903, -1.88457, -0.08501)
H (-1.10507, -0.54950, -2.35302)
H (0.10382, -2.27359, -3.52025)
H (-0.36482, -3.35956, -2.20533)
Mg (4.22816, -1.23570, 1.42121)
C (4.18806, 3.71442, 7.30204)
O (4.11295, 2.79316, 6.21488)
C (2.85640, 2.47726, 5.85382)
O (1.86064, 2.89538, 6.35189)
O (2.95074, 1.61677, 4.83138)
C (1.71766, 1.12421, 4.27267)
H (5.24197, 3.89261, 7.50229)
H (3.71628, 4.65980, 7.03835)
H (3.72734, 3.29396, 8.19452)
H (1.12493, 1.93816, 3.86312)
H (1.09320, 0.51873, 4.99737)
H (2.01319, 0.45342, 3.45551)
Cl (4.31988, -2.95921, -1.26645)
C (1.44831, -7.15110, -2.40963)
O (0.75758, -8.13296, -2.60977)
N (0.90562, -5.92125, -2.12836)
N (2.80708, -7.18188, -2.44267)
H (1.45380, -5.09943, -1.96102)
H (-0.09494, -5.86014, -2.09562)
H (3.23933, -8.06291, -2.64566)
H (3.38539, -6.37864, -2.28469)
C (-5.64850, 3.46000, -1.77470)
C (-4.15829, 3.26622, -2.03569)
C (-3.86065, 2.54404, -3.38947)
O (-4.16245, 1.15341, -3.26628)
C (-5.47510, 0.77463, -3.67539)
N (-3.60652, 2.41541, -0.90012)
H (-6.15032, 2.52772, -1.51300)
H (-5.80112, 4.15061, -0.94167)
H (-6.14121, 3.88325, -2.64805)
H (-3.64366, 4.22146, -2.00004)
H (-2.74991, 2.59859, -3.62550)
H (-4.38566, 3.01501, -4.22934)
H (-5.88757, 1.45539, -4.42061)
H (-6.13832, 0.73239, -2.80723)
H (-5.42087, -0.22620, -4.10338)
H (-3.94913, 2.69959, 0.01837)
H (-2.49307, 2.40390, -0.89221)
H (-3.89221, 1.44745, -1.07511)
Cl (-0.65729, 1.11079, 5.66128)
Ca (1.35016, -0.03266, 0.75707)
F (1.37812, -5.24537, -4.33145)
O (6.13886, 1.82864, 3.55271)
H (5.23753, 1.87635, 3.90236)
H (6.67680, 1.64933, 4.33010)
Br (-1.44776, 2.84208, -2.41400)

Forces on the atoms, in the same order (eV/Å):
N 1.094 0.035 0.537
C 0.414 -0.573 -1.328
C 0.106 -0.612 -0.470
N -1.116 0.784 0.485
N -1.412 1.498 0.069
C 1.442 -0.190 -0.039
S 0.777 -1.020 -2.644
H -0.477 -0.314 -0.004
H 0.020 0.028 0.421
H 0.129 0.122 0.220
H 0.008 0.299 0.016
Mg 0.373 -0.670 0.036
C 0.113 0.184 0.231
O 0.192 -0.128 -0.131
C -0.029 0.010 0.067
O -0.010 0.228 0.007
O 0.325 -0.297 -0.554
C 0.376 -0.329 0.361
H 0.029 -0.137 -0.167
H -0.126 -0.074 0.047
H -0.132 0.055 -0.069
H -0.141 0.082 0.321
H 0.690 0.869 -0.678
H 0.436 -0.326 -0.384
Cl 0.522 0.453 1.311
C 0.248 -0.282 -0.286
O -0.110 0.134 0.109
N -0.186 0.083 0.639
N 0.083 -0.070 0.334
H 0.149 -0.008 -0.337
H -0.008 -0.119 -0.174
H -0.034 0.002 -0.050
H -0.070 0.101 -0.187
C 0.011 0.094 0.282
C -0.447 -0.503 -0.366
C -0.272 -0.239 -0.710
O -0.327 0.298 -0.303
C 0.105 -0.278 0.292
N 0.001 -0.268 0.931
H 0.004 -0.028 -0.126
H -0.023 -0.009 -0.016
H 0.045 -0.011 -0.021
H 0.084 -0.050 -0.028
H -3.049 -0.184 -0.596
H -0.533 -0.040 0.330
H 0.050 0.047 0.009
H -0.158 0.037 -0.114
H 0.052 0.027 -0.016
H -0.291 0.078 -0.176
H -1.603 0.377 -0.600
H -0.065 0.069 -0.085
Cl -1.561 -0.268 0.292
Ca -2.010 0.204 1.440
F -0.038 0.595 0.272
O -0.264 -0.192 -0.066
H 0.061 0.077 0.106
H 0.008 0.041 -0.002
Br 6.544 0.306 1.559


The following is a DFT calculation (the ωB97M-V functional and the def2-TZVPD basis) of C11H28BrCuO11S3 as an isolated structure in a non-equilibrium geometry.

## Properties
* net charge: -1
* expectation value of S²: 1.181
* max |F|: 0.075 hartree/bohr
* multiplicity: 2

Positions of all 55 atoms, in Å:
Cu (-10.15955, 20.35046, 17.37021)
Br (-9.65066, 24.36944, 19.34308)
O (-13.23148, 20.66627, 15.09343)
C (-13.04579, 21.08180, 13.70001)
C (-11.67569, 20.81957, 12.98442)
O (-10.39412, 21.00512, 13.69018)
H (-13.20544, 22.15982, 13.72182)
H (-13.95328, 20.78622, 13.17351)
H (-11.46677, 21.29556, 12.02636)
H (-11.63836, 19.77188, 12.68599)
O (-9.55699, 13.25518, 17.18685)
S (-10.87097, 13.80529, 16.74581)
O (-11.05677, 15.23553, 16.61050)
O (-11.43677, 13.00599, 15.37135)
C (-12.47163, 13.66231, 14.63544)
C (-13.42503, 12.49439, 14.32154)
C (-12.09989, 13.09689, 17.89824)
H (-12.08152, 14.19065, 13.76551)
H (-12.89317, 14.43967, 15.27270)
H (-12.74601, 11.75696, 13.89351)
H (-14.06509, 12.71599, 13.46754)
H (-14.06363, 12.23622, 15.16632)
H (-11.91823, 13.31053, 18.95155)
H (-11.93824, 12.02305, 17.80422)
H (-13.08398, 13.24689, 17.45420)
O (-2.87281, 19.03849, 19.10266)
S (-3.52931, 19.43413, 17.81008)
O (-4.96057, 19.77940, 17.69398)
O (-2.63303, 20.64918, 17.12301)
C (-1.21844, 20.73656, 17.20511)
C (-0.80938, 22.12952, 16.68982)
C (-3.08660, 18.13877, 16.52996)
H (-0.60064, 19.95644, 16.76032)
H (-0.98359, 20.63562, 18.26471)
H (0.26453, 22.22253, 16.52811)
H (-0.95512, 22.93753, 17.40674)
H (-1.29884, 22.38997, 15.75137)
H (-2.01194, 18.01579, 16.66443)
H (-3.44059, 18.55330, 15.58606)
H (-3.48622, 17.13980, 16.70448)
O (-10.99270, 18.06443, 22.53269)
S (-10.83353, 17.51054, 23.89107)
O (-11.90374, 17.08473, 24.77077)
O (-9.72525, 16.28611, 23.88594)
C (-9.43600, 15.60948, 25.18760)
C (-10.10425, 14.29448, 25.17262)
C (-9.95507, 18.80490, 24.86126)
H (-9.66973, 16.17685, 26.08846)
H (-8.34719, 15.56801, 25.21739)
H (-9.89603, 13.74139, 24.25674)
H (-11.17878, 14.32818, 24.99273)
H (-9.76690, 13.80546, 26.08649)
H (-8.99560, 19.10713, 24.44154)
H (-9.73332, 18.39253, 25.84558)
H (-10.69686, 19.60217, 24.81436)

Forces on the atoms, in the same order (eV/Å):
Cu -0.448 0.497 -0.390
Br 0.004 -0.302 -0.083
O 1.243 -0.124 -2.256
C -0.041 1.305 2.823
C 1.852 -0.967 1.345
O -2.815 -0.126 -0.692
H 0.449 0.556 -0.069
H 0.390 -0.965 -0.755
H -0.658 0.642 -0.118
H 0.014 -0.496 0.207
O -3.116 1.136 -1.846
S 1.157 -1.057 1.401
O 0.205 -1.516 -0.227
O 2.156 1.037 1.884
C -1.091 -0.079 0.453
C 0.423 1.274 -1.256
C 0.632 -0.849 -1.062
H 0.188 -0.381 -0.107
H -0.331 -0.025 -0.099
H -0.339 -0.714 0.677
H -0.269 0.381 0.124
H 0.460 -0.440 -0.050
H -0.215 0.738 -0.342
H 0.213 -0.067 -0.109
H -0.049 0.576 0.566
O -1.845 1.226 -3.162
S 0.498 -1.232 0.811
O 3.582 -0.425 0.396
O -1.892 -0.916 -0.178
C 0.951 1.009 1.536
C 0.289 0.050 0.162
C -0.258 0.662 1.184
H -0.732 -0.332 -0.777
H 0.202 0.244 0.152
H 0.156 -0.604 -0.217
H -0.711 -0.215 0.121
H -0.103 -0.130 0.081
H 0.039 0.378 -0.485
H 0.372 -0.115 0.036
H -0.554 0.375 0.344
O 0.073 -2.091 2.783
S 1.686 1.277 0.055
O 0.219 0.168 -1.285
O -0.763 1.168 0.411
C 0.175 1.104 -1.146
C -0.312 -0.772 -0.690
C -0.236 -0.932 -0.716
H -0.641 0.422 -0.357
H 0.033 -0.365 -0.325
H 1.101 -0.261 0.206
H -0.249 0.567 1.156
H -0.513 -0.615 -0.161
H -0.327 -0.065 -0.506
H -0.548 0.243 0.074
H 0.293 0.140 0.476


The following is a DFT calculation (the ωB97M-V functional and the def2-TZVPD basis) of C11H29BeClLiN3O7P as an isolated structure in a non-equilibrium geometry.

## Properties
* net charge: +1
* max |F|: 0.083 hartree/bohr

Positions of all 54 atoms, in Å:
C (2.18467, -3.24510, 1.42947)
C (2.46256, -2.39527, 0.14152)
C (1.39755, -1.25753, -0.03942)
C (0.18400, -1.93149, -0.72878)
N (-1.06921, -1.09193, -0.86011)
C (-0.83245, -0.18637, -2.07488)
C (-2.19683, -1.99385, -1.28175)
C (-2.93523, -2.55317, 0.00217)
C (-3.16543, -4.10114, -0.06483)
O (-2.12879, -3.37591, 0.85058)
P (-1.40933, 0.00150, 0.50369)
N (-1.20848, -0.58245, 1.92870)
O (-0.51401, 1.30947, 0.26463)
O (-2.92263, 0.53611, 0.38785)
H (1.60761, -2.65404, 2.15368)
H (3.15893, -3.55294, 1.83811)
H (1.67848, -4.18897, 1.17167)
H (3.48916, -2.02431, 0.07745)
H (2.28772, -3.08974, -0.70535)
H (1.20443, -0.87758, 0.97406)
H (1.82461, -0.47989, -0.69354)
H (0.01705, -2.90749, -0.25223)
H (0.50494, -2.15700, -1.76503)
H (-0.91897, -0.78370, -3.02402)
H (0.17976, 0.23386, -2.06834)
H (-1.59506, 0.60122, -2.08902)
H (-1.84315, -2.93561, -1.71182)
H (-2.97672, -1.49213, -1.86560)
H (-3.73252, -1.95135, 0.45799)
H (-2.31657, -4.63508, -0.52170)
H (-3.87630, -4.55243, 0.61717)
H (-0.94517, -1.56657, 1.84586)
H (0.39892, 1.15258, 0.62343)
H (-3.29863, 0.49856, 1.28502)
C (2.29657, 2.22308, 2.69133)
O (2.19814, 1.04801, 2.08075)
H (2.22721, 2.22002, 3.81869)
H (3.21979, 2.79880, 2.54962)
H (1.50968, 3.00516, 2.42496)
Li (0.60914, 2.45828, 4.30688)
Cl (-4.18875, -5.58159, -1.38512)
Be (0.01430, -2.16070, -4.17194)
C (-2.36808, 2.22878, -4.51610)
O (-2.31848, 0.95384, -4.15649)
H (-1.60486, 2.56703, -5.24607)
H (-3.31666, 2.57814, -4.96830)
H (-2.22920, 2.97196, -3.69036)
C (3.03866, 5.89075, 1.26969)
N (3.03633, 5.78398, 2.75483)
O (3.55865, 4.80117, 3.24913)
O (2.51101, 6.68815, 3.36979)
H (3.53741, 5.01878, 0.85993)
H (2.00310, 5.93514, 0.94379)
H (3.57116, 6.80100, 1.00833)

Forces on the atoms, in the same order (eV/Å):
C 0.712 0.158 -0.740
C -1.269 -0.629 -0.248
C 0.645 -0.662 -0.164
C 1.677 -0.098 0.726
N 0.009 0.294 -2.627
C -0.029 0.464 -0.561
C -2.075 -1.207 2.923
C 0.327 -2.926 -1.084
C 1.719 1.777 1.621
O -0.501 2.121 0.166
P 0.155 1.501 3.979
N 0.168 -0.821 -1.424
O -0.505 -1.112 -0.655
O 0.951 0.025 -1.374
H 0.281 -0.373 -0.002
H -0.461 0.216 0.223
H -0.122 0.461 0.224
H -0.344 0.077 0.167
H 0.622 0.308 0.106
H -0.108 0.291 -0.489
H -0.248 -0.040 0.424
H -0.675 0.551 0.090
H -0.397 0.115 0.288
H -0.322 0.454 1.111
H -0.375 -0.035 0.328
H 0.301 -0.304 0.010
H 0.476 0.808 -0.567
H 0.641 0.136 -0.177
H 0.481 -0.296 -0.040
H -1.067 -0.299 -0.476
H 0.229 0.284 -0.091
H -0.067 0.023 0.746
H 0.040 0.135 0.349
H 0.145 -0.185 -0.190
C -0.201 0.100 -0.543
O -0.938 0.172 -0.195
H 0.538 -0.366 0.743
H 0.091 -0.224 -0.021
H -0.297 0.077 -0.191
Li 0.178 -0.182 -0.489
Cl -0.681 -0.482 -1.278
Be 0.132 -0.373 -0.659
C -0.463 0.887 -1.444
O 0.271 -0.135 0.283
H 0.493 -0.341 0.314
H -0.309 -0.367 0.406
H 0.127 -0.285 0.396
C 0.138 -0.143 -0.171
N 0.113 0.025 0.014
O -0.102 0.455 0.118
O -0.009 -0.213 -0.034
H 0.001 0.001 0.101
H 0.021 0.137 0.046
H -0.118 0.045 0.033


The following is a DFT calculation (the ωB97M-V functional and the def2-TZVPD basis) of a 6-piece molecular cluster, C11H29N6O12 overall.

## Properties
* net charge: -1
* max |F|: 0.017 hartree/bohr

Positions of all 58 atoms, in Å:
N (3.20136, -1.97803, 2.21151)
C (2.52510, -0.74444, 2.59415)
C (1.28419, -0.38898, 1.77316)
O (1.70935, -0.14928, 0.40391)
C (0.53985, 0.84698, 2.35003)
C (-0.93399, 0.65255, 2.70246)
C (-1.70960, 0.13171, 1.46826)
C (-2.88297, -0.77511, 1.85677)
O (-3.11762, -1.85537, 0.91245)
H (3.24145, -2.07829, 1.20545)
H (2.78602, -2.79327, 2.63463)
H (2.23976, -0.77377, 3.65203)
H (3.24578, 0.08385, 2.49289)
H (0.63128, -1.26490, 1.73671)
H (2.30008, 0.60149, 0.44897)
H (0.67392, 1.66315, 1.61870)
H (1.07027, 1.15827, 3.26556)
H (-1.00131, -0.13207, 3.48197)
H (-1.07480, -0.45962, 0.77810)
H (-2.14626, 0.99249, 0.94578)
H (-2.68718, -1.25639, 2.81655)
H (-3.81638, -0.19830, 1.91084)
H (-3.49094, -1.45997, 0.12660)
C (5.17484, -1.73531, -2.74011)
N (4.78975, -2.03427, -1.33308)
O (3.64369, -2.36841, -1.12046)
O (5.65295, -1.90992, -0.49308)
H (4.30894, -1.88672, -3.37132)
H (5.51729, -0.70675, -2.77227)
H (5.98143, -2.41247, -3.00434)
C (0.01841, -0.61288, -2.35115)
N (-0.65545, 0.48429, -3.09644)
O (-1.67490, 0.95458, -2.64535)
O (-0.13272, 0.84723, -4.13592)
H (-0.54739, -0.82451, -1.45010)
H (0.05605, -1.47067, -3.01673)
H (1.01768, -0.27398, -2.09544)
C (-3.75134, 3.23702, -1.58180)
N (-4.66435, 2.90842, -0.45174)
O (-4.24041, 2.16192, 0.39378)
O (-5.77065, 3.41809, -0.46703)
H (-2.81719, 2.70954, -1.42670)
H (-4.24104, 2.91844, -2.49692)
H (-3.61003, 4.31365, -1.57952)
C (-5.45162, -0.69385, 4.73949)
N (-4.54709, -1.60223, 5.49758)
O (-3.35919, -1.46534, 5.35445)
O (-5.08425, -2.42327, 6.22238)
H (-4.85221, -0.02286, 4.13314)
H (-6.08957, -1.31737, 4.12069)
H (-6.03792, -0.15317, 5.47651)
C (3.68231, 1.82897, -5.70600)
N (4.65659, 0.97770, -4.97350)
O (5.26773, 1.47364, -4.05262)
O (4.77612, -0.17094, -5.34706)
H (3.68920, 2.81483, -5.25768)
H (3.99835, 1.85657, -6.74442)
H (2.70863, 1.35731, -5.61469)

Forces on the atoms, in the same order (eV/Å):
N 0.374 0.154 0.305
C -0.188 0.011 -0.110
C 0.378 0.535 0.158
O -0.140 -0.625 -0.228
C -0.277 -0.171 0.364
C -0.215 -0.350 -0.256
C -0.126 0.208 0.832
C 0.043 0.061 -0.380
O 0.023 -0.121 0.343
H -0.117 -0.077 0.022
H -0.216 -0.020 -0.160
H 0.092 -0.140 -0.128
H -0.129 -0.006 0.054
H -0.063 0.122 -0.132
H 0.147 0.338 0.037
H -0.022 -0.044 0.035
H -0.008 0.044 -0.169
H 0.179 0.101 -0.035
H -0.129 0.041 -0.158
H 0.342 -0.192 -0.471
H -0.031 -0.010 -0.096
H 0.133 0.028 0.268
H -0.016 0.168 -0.252
C -0.098 -0.050 0.003
N -0.035 0.072 -0.133
O -0.049 -0.105 -0.004
O 0.124 -0.027 0.090
H -0.018 0.002 0.020
H 0.057 0.001 0.006
H 0.046 0.044 0.019
C -0.104 -0.087 0.225
N 0.112 -0.108 0.023
O -0.080 0.018 -0.028
O 0.088 0.075 -0.111
H 0.001 0.082 0.030
H 0.049 0.038 -0.049
H -0.010 -0.020 0.034
C 0.153 -0.013 0.017
N 0.219 0.048 -0.191
O -0.248 -0.084 0.219
O -0.103 0.026 0.006
H -0.063 -0.008 0.012
H -0.016 0.035 -0.003
H -0.069 0.016 -0.022
C 0.070 0.145 -0.130
N -0.065 0.079 -0.076
O 0.122 -0.080 0.096
O -0.054 -0.056 0.046
H 0.104 -0.051 0.053
H -0.036 -0.023 0.059
H -0.060 -0.041 -0.016
C -0.062 0.116 0.024
N -0.044 0.018 -0.021
O 0.069 0.053 0.087
O 0.000 -0.055 -0.125
H 0.019 -0.016 0.024
H -0.027 -0.057 -0.008
H -0.029 -0.043 -0.019


no.,E (eV)
1,-165597.5654
2,-181561.8992
3,-53074.5624
4,-45371.9366